The following is a quantum chemistry calculation of 2 unconnected molecules or ions with the total composition C2H4BrFO3 at a distorted geometry, from the Open Molecules 2025 dataset.

XYZ file:
```
11
Properties=species:S:1:pos:R:3:forces:R:3:nbo_charge:R:1
C -1.102405 -0.741667 -0.001464 -0.72 0.40 3.10 0.01
C 1.223697 1.268896 -0.096008 1.27 1.30 2.81 0.96
O 1.319972 0.916667 -1.228161 -0.07 -0.67 -1.20 -0.65
O 2.059130 0.913065 0.912304 0.48 -0.96 -2.36 -0.65
O 0.359919 2.159178 0.375162 -1.17 -0.48 -1.79 -0.64
F -0.578808 -1.013629 1.265433 -0.32 0.43 -0.89 -0.35
Br -2.657770 0.376332 0.106025 -0.12 0.24 0.11 -0.02
H -1.429226 -1.624191 -0.394064 -0.76 -2.36 -1.09 0.18
H -0.408381 -0.266127 -0.583490 1.62 1.00 -1.31 0.18
H 2.675894 0.371749 0.345455 -0.17 0.33 1.45 0.50
H -0.212029 2.209661 -0.436401 -0.05 0.78 1.18 0.50
```
Positions in Å, forces in eV/Å.

Summary:
LUMO	0.5	eV
E_HOMO	-10.819	eV
orbital gap	11.34	eV
SMILES	O=C(O)O.FCBr
E_tot	-81041.2542	eV


The following is a quantum chemistry calculation of a single C2H4BrN molecule at a distorted geometry, from the Open Molecules 2025 dataset.

XYZ file:
```
8
Properties=species:S:1:pos:R:3:forces:R:3:nbo_charge:R:1
C -0.740523 0.463217 0.209602 1.01 -0.83 0.70 -0.27
C 0.299286 0.103163 -0.769959 2.88 0.94 0.01 -0.26
N -0.174048 -0.868528 0.126866 -0.27 -1.90 0.13 -0.44
Br 1.032751 -1.438146 1.436183 0.12 0.05 0.24 0.13
H -0.301687 1.028151 0.987152 -0.13 0.94 0.80 0.20
H -1.770816 0.305880 0.226340 -1.66 0.76 -0.75 0.23
H 0.360866 -0.083434 -1.829201 -0.83 -0.02 -0.25 0.22
H 1.294171 0.489697 -0.386983 -1.11 0.05 -0.89 0.19
```
Positions in Å, forces in eV/Å.

Summary:
LUMO	0.5	eV
E_HOMO	-9.556	eV
orbital gap	10.09	eV
SMILES	BrN1CC1
E_tot	-73668.7605	eV


The following is a quantum chemistry calculation of 2 unconnected molecules or ions with the total composition C2H4BrN at a distorted geometry, from the Open Molecules 2025 dataset.

XYZ file:
```
8
Properties=species:S:1:pos:R:3:forces:R:3:nbo_charge:R:1
C 0.520586 0.265670 -0.349264 -1.73 0.42 3.53 0.32
C 0.108101 0.819465 0.910585 0.61 1.34 2.36 -0.74
N 0.879449 -0.022641 -1.367678 1.36 -1.19 -3.82 -0.36
Br -1.248517 -2.671897 -1.170572 0.33 0.48 -0.39 -0.26
H -0.450272 -1.614660 -1.788009 -0.42 -0.65 0.37 0.24
H 0.758499 1.725553 0.857658 -0.50 -0.24 0.78 0.26
H 0.362797 0.280452 1.917422 -0.34 0.56 -2.33 0.27
H -0.930643 1.218058 0.989859 0.70 -0.71 -0.50 0.27
```
Positions in Å, forces in eV/Å.

Summary:
LUMO	0.7	eV
E_HOMO	-10.573	eV
orbital gap	11.26	eV
SMILES	CC#N.Br
E_tot	-73670.7038	eV


Record-wise relative energy (zero: lowest compared OMol25 entry of this formula, charge and spin) values, in kJ/mol: 0.0, 215.3, 27.8